1.
C3H9OPS | wB97M-V/def2-TZVPD

## Properties
Kohn-Sham gap ... 8.91 eV
Energy relative to the best compared isomer or geometry (same formula, charge and spin) ... 74.59 kcal/mol
Spin multiplicity ... 1
Structure (SMILES) ... CP(C)S.C=O
LUMO ... 0.027 Ha
Electronic energy ... -25426.84650 eV

Last column: Löwdin charge in e.
Element x y z (Å)
C 0.9915 1.2721 -0.6674  -0.351
P 0.0553 -0.2662 -0.0060  0.493
C 0.7219 -0.3085 1.7591  -0.354
S 1.2160 -1.7723 -0.8997  0.358
H 0.5569 2.0668 -0.0445  0.019
H 2.0512 1.2976 -0.6887  0.007
H 0.5342 1.2098 -1.7441  0.051
H 0.5329 0.7522 1.9061  0.001
H 0.2298 -1.0523 2.4177  0.036
H 1.8840 -0.3107 1.7980  0.066
H 0.9811 -1.7020 -2.1418  -0.267
C -3.3670 -0.7080 1.2867  -0.154
O -2.6041 0.1961 1.4854  -0.076
H -3.4694 -1.5298 1.9875  0.074
H -4.0808 -0.5573 0.4150  0.097

2.
C3H9OPS | wB97M-V/def2-TZVPD

## Properties
Kohn-Sham gap (alpha / beta) ... 7.49 / 6.99 eV
Energy relative to the best compared isomer or geometry (same formula, charge and spin) ... 168.84 kcal/mol
Spin multiplicity ... 1
LUMO (alpha / beta) ... -0.026 / -0.047 Ha
Electronic energy ... -25422.75956 eV

Last column: Löwdin charge in e.
Element x y z (Å)
C 2.2114 0.6492 0.1845  -0.117
C -2.9030 0.2290 0.8371  -0.356
C 1.3883 0.1079 -1.1016  -0.358
O 0.0881 -1.0233 1.0547  -0.595
P -1.7654 0.6568 -0.6755  0.649
S -0.1563 -0.7054 -0.3421  0.406
H 1.8019 0.0149 1.0282  0.057
H 3.2350 0.4363 0.2299  0.042
H 1.9724 1.6797 0.3275  0.055
H -3.2845 1.1694 1.1561  0.000
H -3.7614 -0.3087 0.3109  0.042
H -2.2138 -0.3580 1.3541  -0.045
H 1.8485 -0.7814 -1.4746  0.018
H 1.1158 0.9108 -1.9287  0.113
H 0.4230 -2.6770 -0.9604  0.089

3.
C3H9S | wB97M-V/def2-TZVPD

## Properties
Kohn-Sham gap ... 6.00 eV
Energy relative to the best compared isomer or geometry (same formula, charge and spin) ... 23.87 kcal/mol
Charge ... -1
Spin multiplicity ... 1
LUMO ... 0.132 Ha
Electronic energy ... -14092.12110 eV

Last column: Löwdin charge in e.
Element x y z (Å)
S -2.0224 3.4992 0.9475  -0.397
H -1.8571 2.9920 -0.2751  -0.515
C 0.6309 0.5374 0.6980  -0.131
C 0.8940 -0.8286 -0.1105  -0.334
C -0.2193 -1.4818 -0.9309  -0.159
H 1.5300 0.9602 1.1069  0.038
H 0.0994 1.3914 0.2236  0.013
H -0.2369 0.2661 1.4851  0.104
H 1.9297 -0.7542 -0.5741  0.098
H 0.9685 -1.4573 0.7790  0.068
H -0.0249 -2.4903 -1.2920  0.036
H -0.5703 -0.9418 -1.8669  0.076
H -1.1215 -1.6922 -0.1906  0.105

4.
C3H9S | wB97M-V/def2-TZVPD

## Properties
Kohn-Sham gap ... 5.83 eV
Energy relative to the best compared isomer or geometry (same formula, charge and spin) ... 52.45 kcal/mol
Charge ... -1
Spin multiplicity ... 1
LUMO ... 0.128 Ha
Electronic energy ... -14090.88209 eV

Last column: Löwdin charge in e.
Element x y z (Å)
C -1.8491 0.9151 -1.1942  -0.198
C -0.4541 1.1597 -0.7151  -0.192
H -2.0589 -0.1292 -1.4671  0.065
H -2.1158 1.5670 -2.0287  0.053
H -2.5758 1.0754 -0.3533  0.071
H 0.2593 1.1037 -1.5389  0.059
H -0.2791 2.1444 -0.2194  0.073
H -0.0840 0.3788 -0.0091  0.048
C 1.8831 -1.1877 1.3570  -0.330
S 1.6916 -3.4549 2.0312  -0.419
H 1.6597 -0.8914 2.3899  -0.058
H 2.8792 -1.3900 1.0584  -0.086
H 1.0439 -1.2909 0.6893  -0.086

5.
C3H9S | wB97M-V/def2-TZVPD

## Properties
Kohn-Sham gap ... 6.32 eV
Energy relative to the best compared isomer or geometry (same formula, charge and spin) ... 14.42 kcal/mol
Charge ... -1
Spin multiplicity ... 1
LUMO ... 0.158 Ha
Electronic energy ... -14092.53109 eV

Last column: Löwdin charge in e.
Element x y z (Å)
C 1.4930 1.3357 0.3381  -0.233
C 0.4499 2.0694 1.1618  -0.202
H 2.0526 0.5958 0.9016  0.050
H 2.2449 1.9598 -0.1687  0.047
H 0.9577 0.8333 -0.4863  -0.031
H 0.9102 2.4580 2.0839  0.048
H -0.0740 2.8178 0.5739  0.056
H -0.2764 1.3406 1.5223  0.035
C -0.2895 -2.3649 -0.2596  -0.709
S -1.0238 -0.7719 -0.8076  0.034
H -0.8197 -2.7136 0.6244  -0.029
H -0.3536 -3.1262 -1.0301  -0.032
H 0.7620 -2.1445 -0.0876  -0.033

6.
C3H9S2 | wB97M-V/def2-TZVPD

## Properties
Kohn-Sham gap ... 6.25 eV
Energy relative to the best compared isomer or geometry (same formula, charge and spin) ... 6.13 kcal/mol
Charge ... -1
Spin multiplicity ... 1
LUMO ... 0.126 Ha
Electronic energy ... -24928.48171 eV

Last column: Löwdin charge in e.
Element x y z (Å)
C 0.2576 -1.2397 -2.2173  -0.204
C -0.2326 -0.4740 -0.9841  -0.606
S -0.0965 -1.5864 0.4656  0.720
C -0.3771 -0.4595 1.8331  -0.478
H 0.1992 -0.5671 -3.0758  0.064
H -0.3455 -2.1250 -2.4324  0.052
H 1.2971 -1.5390 -2.0811  0.057
H -1.2533 -0.1195 -1.1115  0.066
H 0.4417 0.3794 -0.8469  -0.059
H 0.3131 0.3745 1.7311  -0.048
H -1.4083 -0.1172 1.8663  0.027
H -0.1372 -1.0111 2.7448  0.015
S 0.2880 2.5638 0.1463  -0.139
H 0.6752 3.8376 0.3275  -0.466

7.
C3H9S3 | wB97M-V/def2-TZVPD

## Properties
Kohn-Sham gap ... 6.13 eV
Energy relative to the best compared isomer or geometry (same formula, charge and spin) ... 8.07 kcal/mol
Charge ... -1
Spin multiplicity ... 1
LUMO ... 0.121 Ha
Electronic energy ... -35763.66554 eV

Last column: Löwdin charge in e.
Element x y z (Å)
C 0.7509 -1.6976 -1.1019  -0.560
S -0.4168 -0.3616 -0.7101  0.243
S -2.2311 -1.6125 -0.6524  0.166
H 1.1760 -2.0991 -0.1852  0.018
H 1.5446 -1.2761 -1.7132  -0.003
H 0.2413 -2.4641 -1.6804  -0.003
H -2.6402 -1.5018 -1.9179  -0.278
C 0.2280 1.6259 2.2917  -0.231
C 0.7233 2.1354 0.9415  -0.811
S 1.7783 0.9698 0.0696  0.271
H 1.0653 1.4061 2.9564  0.048
H -0.2717 0.6703 2.1226  0.034
H -0.4756 2.3204 2.7609  0.052
H 1.3131 3.0463 1.0937  0.025
H -0.1432 2.4175 0.3315  0.032

8.
C3HAlO2 | wB97M-V/def2-TZVPD

## Properties
Kohn-Sham gap (alpha / beta) ... 4.83 / 8.21 eV
Energy relative to the best compared isomer or geometry (same formula, charge and spin) ... 30.93 kcal/mol
Charge ... +3
Spin multiplicity ... 2
LUMO (alpha / beta) ... -0.767 / -0.765 Ha
Electronic energy ... -13771.06512 eV
⟨S²⟩ ... 0.752

Last column: Löwdin charge in e.
Element x y z (Å)
C 1.3236 0.4647 1.5598  0.534
H 1.7249 0.4470 2.5669  0.214
C 0.8827 1.0039 0.4801  0.533
O 0.0480 -0.7872 1.0688  0.398
C -0.1557 0.0519 0.0703  -0.283
Al -0.9715 -0.6858 -2.3150  1.468
O -0.8509 -0.1393 -0.9036  0.136

9.
C3HBr | wB97M-V/def2-TZVPD

## Properties
Kohn-Sham gap ... 8.42 eV
Energy relative to the best compared isomer or geometry (same formula, charge and spin) ... 0.00 kcal/mol
Spin multiplicity ... 1
LUMO ... -0.078 Ha
Electronic energy ... -73164.28792 eV

Last column: Löwdin charge in e.
Element x y z (Å)
C 0.8153 -1.9953 -0.1350  0.124
C 0.4628 -0.7802 0.0512  -0.340
C -0.0030 0.4521 0.0156  -0.495
Br -1.9458 0.9076 -0.0145  0.607
H 0.6707 1.4157 0.0827  0.103

10.
C3HBr2NO3 | wB97M-V/def2-TZVPD

## Properties
Kohn-Sham gap (alpha / beta) ... 7.46 / 7.46 eV
Energy relative to the best compared isomer or geometry (same formula, charge and spin) ... 28.79 kcal/mol
Spin multiplicity ... 1
LUMO (alpha / beta) ... -0.033 / -0.033 Ha
Electronic energy ... -150840.66454 eV

Last column: Löwdin charge in e.
Element x y z (Å)
C -1.2028 2.1626 0.9027  -0.503
C -0.6226 -2.7018 0.6157  -0.404
C 1.3328 0.2251 -1.0615  -1.196
N -0.2718 1.4485 0.9176  -0.219
O -2.1793 2.7912 1.0350  0.138
O -1.4703 -3.1675 1.2247  0.230
O 0.3018 -2.3609 -0.0131  0.171
Br 0.6379 0.5451 -2.6854  0.660
Br 1.3961 1.6573 0.0073  1.110
H 2.0783 -0.5997 -0.9429  0.014

11.
C3HBr3O2 | wB97M-V/def2-TZVPD

## Properties
Kohn-Sham gap (alpha / beta) ... 7.77 / 8.19 eV
Energy relative to the best compared isomer or geometry (same formula, charge and spin) ... 63.34 kcal/mol
Spin multiplicity ... 1
LUMO (alpha / beta) ... -0.036 / -0.033 Ha
Electronic energy ... -217345.31486 eV

Last column: Löwdin charge in e.
Element x y z (Å)
C -1.5455 0.0228 -0.7891  -0.349
C 0.6455 -0.7042 -0.1944  -0.724
C 0.8880 0.3910 1.1007  -1.169
O -1.3982 1.1737 -0.4625  0.091
O -0.6780 -0.9628 -0.5555  -0.126
Br 1.8099 -0.3515 -1.5956  0.753
Br 2.5113 1.2165 1.1016  0.705
Br 0.0357 -0.1256 2.7589  0.638
H -2.2686 -0.6599 -1.3641  0.180

12.
C3HBrIO2 | wB97M-V/def2-TZVPD

## Properties
Kohn-Sham gap ... 6.61 eV
Energy relative to the best compared isomer or geometry (same formula, charge and spin) ... 67.78 kcal/mol
Charge ... -1
Spin multiplicity ... 1
LUMO ... 0.106 Ha
Electronic energy ... -85362.81393 eV

Last column: Löwdin charge in e.
Element x y z (Å)
C -0.2124 0.5220 0.7736  -0.574
C -1.0012 0.7568 -0.9625  -0.744
C -1.5171 2.0624 -1.2139  -0.624
O -2.1883 3.0161 -1.0871  0.128
O -0.3526 1.7429 -1.8215  -0.010
Br -1.5955 -0.5518 1.6304  0.309
I -2.0701 -0.7788 -2.1633  0.584
H 0.5125 -0.3634 0.5999  -0.069